Formula: H8O4
Source: the OMol25 dataset
Level of theory: ωB97M-V with the def2-TZVPD basis set

Geometry as ORCA input:
```
! wB97M-V def2-TZVPD RIJCOSX def2/J DEFGRID3
* xyz 0 1
O 0.393 0.508 0.573
H -0.317 -0.114 0.412
H 0.326 0.844 1.507
O -0.044 -0.698 -1.729
H 0.318 -1.498 -2.168
H 0.793 -0.393 -1.282
O 0.719 -2.251 0.994
H 0.670 -1.847 0.082
H 1.622 -2.200 1.398
O -1.821 2.768 0.346
H -1.084 2.180 0.488
H -1.575 2.701 -0.620
*
```

Summary:
HOMO energy (eV): -11.298
M (g mol⁻¹): 72.06
Energy above the lowest of the compared OMol25 structures with the same formula, charge and spin (kcal/mol): 33.83
Frontier orbital gap (eV): 11.6
Maximum force (eV Å⁻¹): 2.571